[1]
Formula: C5H10O2Si2
Source: the OMol25 dataset
Level of theory: the ωB97M-V functional and the def2-TZVPD basis

Each line ends with the natural charge from an NBO analysis.
Positions of all 19 atoms, in Å:
C1 1.08340 1.69878 2.00933  -1.097
Si1 1.01892 1.28887 0.04773  1.967
O1 1.15625 2.08595 -1.22337  -1.163
C2 0.96210 -0.51439 -0.11192  -0.323
C3 1.25764 -1.26252 -1.18533  -0.201
C4 0.98149 -2.66832 -0.91630  -0.350
C5 0.43670 -2.58383 0.33157  0.149
O2 0.42705 -1.38497 0.83850  -0.404
H1 1.96766 1.50057 2.56966  0.255
H2 0.98398 2.77864 2.11148  0.242
H3 0.30543 1.19387 2.46284  0.237
H4 1.68592 -0.88556 -2.06350  0.237
H5 0.94686 -3.60166 -1.53173  0.246
H6 0.07689 -3.38189 0.98822  0.202
Si2 -2.64854 1.22160 -0.78297  0.539
H7 -3.67765 1.45885 0.17940  -0.149
H8 -1.51362 2.30075 -1.01546  -0.101
H9 -3.39022 0.95718 -2.01853  -0.146
H10 -2.06027 -0.20192 -0.68965  -0.141

The maximum force comes out at 3.66 eV/A. The calculation puts the energy at -925.90810 Eh. As for the HOMO energy: -9.4 eV. Its structure (SMILES) is C[Si](=O)c1ccco1.[SiH4]. The value obtained for the frontier orbital gap is 9.39 eV. The value obtained for the energy above the lowest of the compared OMol25 structures with the same formula, charge and spin is 2.307 eV.



[2]
Formula: C31H44CoGeN2O6P
Source: the OMol25 dataset
Level of theory: the ωB97M-V functional and the def2-TZVPD basis

Each line ends with the Löwdin spin population.
Positions of all 86 atoms, in Å:
Co1 -0.52389 0.63858 -0.57483  2.642
C1 -4.21165 2.30617 0.76972  0.000
C2 -2.86937 1.96105 1.38922  0.001
C3 -2.78074 2.41060 2.83554  0.001
O1 -1.85255 2.58204 0.57883  0.013
C4 -2.71250 0.43004 1.31497  0.009
O2 -3.21706 -0.32103 2.10061  0.011
O3 -2.01040 -0.00496 0.23893  0.082
H1 -4.39003 3.38166 0.85026  0.000
H2 -5.00872 1.77311 1.29309  0.000
H3 -4.23269 2.02320 -0.28919  0.000
H4 -3.05241 3.46739 2.91968  0.000
H5 -1.76714 2.27057 3.22393  0.000
H6 -3.46045 1.81775 3.44587  0.000
H7 -1.13352 2.85524 1.15615  0.000
N1 -0.94482 2.33186 -2.09934  0.061
N2 0.11679 2.23935 -3.00647  0.002
C5 1.21232 1.45444 -2.66907  0.008
O4 2.23804 1.47543 -3.29341  0.015
O5 0.98291 0.67915 -1.59774  0.088
H8 -1.81296 2.25451 -2.60785  0.001
H9 -0.94048 3.19826 -1.57887  0.001
H10 0.29321 3.00434 -3.63011  0.001
C6 -2.67547 -0.10909 -6.38866  0.000
C7 -3.47558 -0.90501 -5.35763  0.001
C8 -2.60062 -1.57759 -4.29702  0.002
C9 -1.89603 -0.52734 -3.41464  0.005
Ge1 -1.03140 -1.43284 -1.95201  -0.003
C10 0.66856 -2.29849 -2.23146  -0.003
C11 0.66221 -3.27309 -3.43313  -0.001
C12 0.24719 -4.70137 -3.08871  0.000
C13 -1.22350 -4.83906 -2.69289  0.000
H11 -3.32236 0.24470 -7.19367  0.000
H12 -1.89363 -0.72978 -6.83905  0.000
H13 -2.19444 0.76975 -5.94709  0.000
H14 -4.04353 -1.68598 -5.86600  0.000
H15 -4.20306 -0.25368 -4.86408  0.000
H16 -1.86226 -2.20946 -4.79807  0.000
H17 -3.22196 -2.23511 -3.67986  0.000
H18 -2.64174 0.14980 -2.99098  0.000
H19 -1.16339 0.05919 -3.96716  0.000
H20 -2.07327 -2.23060 -1.17888  -0.002
H21 0.95806 -2.80111 -1.30640  0.000
H22 1.37619 -1.48964 -2.39744  -0.001
H23 1.67614 -3.27824 -3.83386  0.000
H24 0.02281 -2.90029 -4.24104  0.000
H25 0.88312 -5.07290 -2.27895  0.000
H26 0.44492 -5.32989 -3.95923  0.000
H27 -1.45221 -4.27679 -1.78232  0.000
H28 -1.48636 -5.88001 -2.49604  0.000
H29 -1.88134 -4.47677 -3.49325  0.000
O6 0.56055 0.90854 1.14146  0.053
P1 1.57626 0.67280 2.23804  0.007
C14 1.27511 -0.88369 3.05586  0.000
C15 2.12921 -1.34747 4.06123  0.000
C16 1.85359 -2.54773 4.69813  0.000
C17 0.73377 -3.28959 4.32853  0.000
C18 -0.10913 -2.83752 3.32370  0.000
C19 0.15768 -1.63166 2.68404  -0.001
C20 1.47688 1.98002 3.45150  0.002
C21 1.73508 3.28186 3.00043  0.001
C22 1.60673 4.35327 3.87017  0.000
C23 1.22859 4.13120 5.19284  0.001
C24 0.97317 2.84294 5.64407  0.000
C25 1.09472 1.76279 4.77543  0.001
C26 3.23899 0.68654 1.59735  0.000
C27 4.32080 1.07427 2.39243  0.000
C28 5.60798 1.02343 1.87315  0.000
C29 5.81196 0.59274 0.56683  0.000
C30 4.73543 0.21623 -0.22806  0.000
C31 3.44718 0.25812 0.28382  0.000
H30 3.01152 -0.77661 4.33826  0.000
H31 2.50949 -2.90668 5.48321  0.000
H32 0.52065 -4.22696 4.83065  0.000
H33 -0.98271 -3.41656 3.04199  0.000
H34 -0.50853 -1.26381 1.91380  -0.001
H35 2.04560 3.44621 1.97199  0.000
H36 1.80688 5.35988 3.52519  0.000
H37 1.13662 4.97032 5.87595  0.000
H38 0.67362 2.67706 6.67341  0.000
H39 0.88354 0.75730 5.12618  0.000
H40 4.15811 1.42679 3.40752  0.000
H41 6.45117 1.32619 2.48545  0.000
H42 6.81848 0.55856 0.16307  0.000
H43 4.89861 -0.10533 -1.24986  0.000
H44 2.60351 -0.01152 -0.33822  0.000

The maximum force comes out at 2.60 eV/A. Its expectation value of S² is 3.7740. Its charge is +1. The calculation puts the energy at -5569.50651 Eh. The multiplicity is 4. As for the HOMO energy (alpha / beta): -11.8 / -11.8 eV. The value obtained for the frontier orbital gap (alpha / beta) is 7.63 / 7.04 eV. The value obtained for the energy above the lowest of the compared OMol25 structures with the same formula, charge and spin is 3.218 eV.



[3]
Formula: C19H56NO12P
Source: the OMol25 dataset
Level of theory: the ωB97M-V functional and the def2-TZVPD basis

Each line ends with the Mulliken charge.
Positions of all 89 atoms, in Å:
C1 -4.79506 -3.27260 -2.67560  -1.928
C2 -3.22045 -2.98587 -2.76705  1.595
C3 -2.51995 -3.14314 -1.40184  -1.615
C4 -2.78975 -4.14720 -3.69334  -1.369
C5 -1.35268 -3.95238 -4.26890  -0.612
C6 -1.43719 -2.68013 -5.11103  -1.351
C7 -1.73517 -1.37352 -4.27308  1.878
C8 -0.49496 -0.91839 -3.52364  -1.614
C9 -2.10799 -0.30313 -5.32638  -2.033
N1 -2.94303 -1.68887 -3.45011  0.184
O1 -3.33817 -0.59560 -2.69123  -0.312
H1 -5.25578 -2.42472 -2.16870  0.431
H2 -5.41172 -3.29643 -3.57409  0.407
H3 -5.06953 -4.17067 -2.12223  0.377
H4 -2.66602 -4.10446 -0.90930  0.418
H5 -1.44953 -2.96920 -1.51166  0.267
H6 -2.90239 -2.43854 -0.66333  0.435
H7 -2.95891 -5.11477 -3.22079  0.504
H8 -3.38331 -4.05160 -4.60254  0.381
H9 -0.61594 -3.85257 -3.47181  0.328
H10 -1.01943 -4.83226 -4.81923  0.354
H11 -2.17663 -2.79912 -5.90297  0.369
H12 -0.46564 -2.52056 -5.57871  0.476
H13 0.31305 -0.66615 -4.21036  0.474
H14 -0.13941 -1.59371 -2.74541  0.253
H15 -0.74149 0.05530 -3.10027  0.209
H16 -2.41737 0.64218 -4.88055  0.367
H17 -3.03305 -0.59434 -5.82394  0.472
H18 -1.38895 -0.07449 -6.11303  0.365
H19 -4.10759 -0.25417 -3.15279  0.308
C10 4.09851 2.13457 0.37486  -0.357
O2 4.84534 1.48370 1.38418  -0.292
P1 4.89475 2.33506 2.78416  1.101
O3 5.05930 3.75444 2.63505  -0.703
O4 3.54831 1.80266 3.52985  -0.284
C11 2.40312 2.62694 3.53618  -0.578
O5 6.04642 1.63193 3.63368  -0.374
C12 7.36342 1.85135 3.24630  -0.729
H20 3.74090 3.15718 0.49523  0.293
H21 3.23194 1.52724 0.11356  -0.017
H22 4.68493 2.14024 -0.54393  0.358
H23 1.99062 2.56094 4.54295  0.354
H24 1.58844 2.25667 2.91383  -0.019
H25 2.60779 3.67930 3.33929  0.489
H26 7.96418 0.94944 3.36350  0.266
H27 7.87383 2.55548 3.90341  0.278
H28 7.45497 2.20032 2.21774  0.315
C13 -1.51953 3.34242 2.65962  0.000
O6 -1.13122 3.25803 3.99666  -0.578
H29 -1.56425 2.28859 2.38481  -0.339
H30 -2.55113 3.69391 2.64036  0.306
H31 -0.96801 4.06080 2.05311  0.256
H32 -0.72089 4.09399 4.22991  0.288
C14 3.06697 -1.57039 2.05048  -0.217
O7 3.17112 -2.79632 2.78114  -0.605
H33 2.14035 -1.05427 2.30165  -0.110
H34 3.83068 -0.91009 2.46141  0.285
H35 3.10591 -1.69875 0.96877  0.260
H36 4.10402 -3.00680 2.69754  0.332
C15 1.06936 4.08135 0.28899  -0.266
O8 1.35885 3.15267 -0.74933  -0.479
H37 1.70767 4.96129 0.20924  0.406
H38 0.08866 4.47960 0.02872  0.360
H39 1.16507 3.58714 1.25579  -0.250
H40 1.29088 3.54031 -1.62496  0.230
C16 -3.25265 2.43088 -0.59976  -0.539
O9 -3.24857 3.71776 -0.06321  -0.531
H41 -4.24317 2.38523 -1.05241  0.392
H42 -2.51867 2.35216 -1.40174  0.132
H43 -3.09021 1.58713 0.07091  0.244
H44 -3.84205 3.60947 0.68356  0.297
C17 -1.05071 -0.19208 4.12229  -0.319
O10 -0.92814 0.85620 5.07116  -0.610
H45 -1.61079 -1.04866 4.49736  0.313
H46 -1.73367 0.19055 3.36384  0.074
H47 -0.09645 -0.49942 3.69447  0.100
H48 -0.94967 1.73905 4.69472  0.423
C18 -0.27999 0.05778 0.34023  1.591
O11 1.00535 0.35710 -0.10117  -0.477
H49 -1.00899 -0.03154 -0.46518  -0.246
H50 -0.19766 -0.87685 0.89501  -0.305
H51 -0.58846 0.89300 0.96899  -0.646
H52 1.02671 1.30222 -0.26818  0.107
C19 -0.01907 -3.57360 1.58932  -0.511
O12 0.23623 -3.20904 2.92341  -0.537
H53 -1.03187 -3.29087 1.30224  0.142
H54 0.68849 -3.06695 0.93299  0.189
H55 0.13914 -4.63262 1.38550  0.388
H56 1.17769 -3.08668 3.06582  0.327

The maximum force comes out at 3.27 eV/A. The calculation puts the energy at -2056.37338 Eh. As for the HOMO energy: -8.4 eV. Its structure (SMILES) is CC1(C)CCCC(C)(C)N1O.COP(=O)(OC)OC.CO.CO.CO.CO.CO.CO.CO. The value obtained for the frontier orbital gap is 8.70 eV.



[4]
Formula: C6H11N3
Source: the OMol25 dataset
Level of theory: the ωB97M-V functional and the def2-TZVPD basis

Each line ends with the natural charge from an NBO analysis.
Positions of all 20 atoms, in Å:
C1 -0.55773 -1.57190 3.21396  -0.403
N1 0.36337 -0.60183 2.67938  -0.538
C2 0.43090 -0.39393 1.43059  0.328
C3 0.84348 0.30821 0.27554  0.046
N2 1.83972 1.12051 -0.15441  -0.607
C4 1.47965 2.00635 -1.27604  -0.405
C5 -0.23993 -0.47580 -0.05176  0.102
N3 -1.24815 -0.74492 -0.94461  -0.613
C6 -1.26999 -0.32141 -2.28724  -0.390
H1 0.06963 -2.41729 3.71041  0.182
H2 -1.11343 -2.06788 2.48656  0.167
H3 -1.17185 -1.11414 3.93614  0.192
H4 2.25858 1.46349 0.69255  0.392
H5 2.34099 2.36032 -1.81182  0.204
H6 0.95381 1.29123 -2.04837  0.198
H7 0.85265 2.83675 -1.09644  0.187
H8 -2.06144 -1.23285 -0.63628  0.400
H9 -1.27712 0.88697 -2.37675  0.162
H10 -0.45962 -0.63255 -2.92022  0.191
H11 -2.03355 -0.69934 -2.82119  0.206

The maximum force comes out at 5.20 eV/A. The calculation puts the energy at -399.32975 Eh. As for the HOMO energy: -7.1 eV. Its structure (SMILES) is CN=c1c(NC)c1NC. The value obtained for the frontier orbital gap is 7.94 eV. The value obtained for the energy above the lowest of the compared OMol25 structures with the same formula, charge and spin is 4.503 eV.